Entry 1:
{"formula": "C4H2O", "method": "wB97M-V/def2-TZVPD", "s2": 2.03, "relative_energy_kcal_mol": 0.0, "gap_ev": [10.14, 6.66], "multiplicity": 3, "symbols": ["O", "C", "C", "C", "C", "H", "H"], "coordinates": [[-1.619, 0.956, 0.101], [0.522, 0.124, 0.474], [1.593, -0.302, -0.346], [-0.712, 0.200, -0.196], [2.385, -0.990, -1.092], [-0.712, -0.562, -0.903], [0.607, 0.556, 1.467]], "atomic_forces_ev_per_a": [[0.124, -0.366, -0.211], [2.868, 0.298, -0.367], [-1.614, 0.410, 2.621], [-1.290, 1.052, 1.155], [0.573, -0.209, -0.738], [-1.133, -1.213, -2.294], [0.472, 0.028, -0.166]], "mulliken_charge": [-0.47, -0.31, 0.26, 0.05, -0.23, 0.35, 0.35]}



Entry 2:
{"formula": "C5H13N", "method": "wB97M-V/def2-TZVPD", "relative_energy_kcal_mol": 121.0, "gap_ev": 10.07, "symbols": ["N", "C", "C", "C", "C", "C", "H", "H", "H", "H", "H", "H", "H", "H", "H", "H", "H", "H", "H"], "coordinates": [[-1.187, -0.379, 1.074], [-0.482, 1.409, -0.804], [-0.318, -0.969, -0.065], [0.075, 2.174, 0.327], [0.768, -2.219, 0.194], [0.316, 0.131, -0.936], [0.809, 1.501, 1.019], [0.622, 3.095, 0.130], [-1.392, -1.072, 1.724], [0.024, -0.494, 0.963], [-1.046, -1.329, -0.680], [0.279, -3.049, 0.821], [1.032, -2.626, -0.779], [-1.515, 1.033, -0.468], [1.385, 0.446, -0.762], [-0.665, 1.992, -1.650], [1.679, -1.906, 0.820], [-0.669, 2.433, 1.075], [0.284, -0.170, -2.001]], "atomic_forces_ev_per_a": [[4.307, 1.718, -0.879], [-2.292, -1.836, 1.764], [1.345, -2.751, -2.965], [1.812, -0.144, 3.668], [-1.211, 0.599, 1.951], [1.081, 0.924, -1.738], [-1.460, 1.559, -1.748], [0.138, -0.059, -0.471], [-0.201, -2.098, 1.264], [-1.911, 2.296, 5.000], [-1.629, -1.788, -1.986], [0.470, 1.217, -1.037], [0.229, 0.124, 0.050], [1.272, 0.915, -0.693], [-0.831, -0.983, 0.217], [0.313, 0.737, -1.671], [-1.193, -0.178, -1.208], [-0.305, 0.180, -0.047], [0.064, -0.434, 0.527]], "mulliken_charge": [-0.66, -0.23, -0.01, -1.07, -1.08, -1.09, 0.21, 0.32, 0.22, 0.05, 0.52, 0.34, 0.35, 0.24, 0.43, 0.48, 0.31, 0.29, 0.36]}



Entry 3:
{"formula": "C4H9NO2", "method": "wB97M-V/def2-TZVPD", "smiles": "NC(=O)CCCO", "relative_energy_kcal_mol": 13.2, "gap_ev": 10.40, "symbols": ["O", "O", "N", "C", "C", "C", "C", "H", "H", "H", "H", "H", "H", "H", "H", "H"], "coordinates": [[-1.185, 2.596, -0.592], [0.650, -2.159, 0.460], [-1.517, 1.476, 1.351], [1.300, -1.360, -0.515], [0.854, 0.075, -0.297], [-0.650, 0.249, -0.550], [-1.144, 1.555, 0.038], [1.102, 0.353, 0.736], [2.394, -1.427, -0.412], [-0.854, 0.276, -1.624], [-1.350, 0.646, 1.896], [1.033, -1.685, -1.533], [-1.192, -0.599, -0.115], [0.850, -3.084, 0.276], [-1.711, 2.340, 1.833], [1.420, 0.749, -0.953]], "atomic_forces_ev_per_a": [[-0.002, -0.262, 0.186], [0.024, -0.323, 0.007], [0.014, 0.147, 0.031], [0.177, 0.297, -0.275], [0.089, 0.067, -0.012], [-0.058, -0.017, -0.102], [0.010, 0.043, -0.031], [-0.061, -0.052, -0.137], [-0.176, -0.015, -0.008], [0.045, -0.024, 0.137], [-0.032, 0.104, -0.126], [0.035, 0.033, 0.173], [0.073, 0.141, -0.019], [-0.063, 0.113, 0.097], [0.013, -0.107, -0.038], [-0.088, -0.145, 0.116]], "mulliken_charge": [-0.62, -0.51, -0.39, -0.47, -0.52, -0.60, 0.40, 0.34, 0.33, 0.32, 0.22, 0.32, 0.35, 0.30, 0.23, 0.30]}



Entry 4:
{"formula": "C2H6N2", "method": "wB97M-V/def2-TZVPD", "smiles": "C=N.C=N", "relative_energy_kcal_mol": 87.4, "gap_ev": 10.49, "symbols": ["N", "N", "C", "C", "H", "H", "H", "H", "H", "H"], "coordinates": [[-2.306, -1.544, -0.796], [1.945, 1.388, 0.595], [2.653, 1.488, -0.446], [-2.457, -1.584, 0.457], [-3.254, -2.121, 1.000], [2.490, 1.780, 1.367], [-1.856, -1.033, 1.187], [2.715, 0.781, -1.286], [3.278, 2.325, -0.809], [-3.208, -1.481, -1.268]], "atomic_forces_ev_per_a": [[0.092, 2.343, 0.359], [1.509, -1.793, 0.359], [0.439, 0.462, -1.894], [-0.671, -0.241, 0.834], [-0.595, 0.463, -0.477], [-1.065, 1.499, -0.016], [1.181, -0.699, -0.447], [-1.480, -0.261, 0.164], [0.587, 0.091, 1.404], [0.002, -1.865, -0.285]], "mulliken_charge": [-0.49, -0.46, -0.20, -0.21, 0.21, 0.24, 0.23, 0.22, 0.20, 0.25]}



Entry 5:
{"formula": "C4H12BNO", "method": "wB97M-V/def2-TZVPD", "smiles": "CC[C@H](C)B(N)O", "relative_energy_kcal_mol": 0.0, "gap_ev": 10.66, "symbols": ["O", "N", "C", "C", "C", "C", "B", "H", "H", "H", "H", "H", "H", "H", "H", "H", "H", "H", "H"], "coordinates": [[-1.398, -0.762, 1.325], [-2.480, -0.037, -0.696], [1.615, -1.280, 0.173], [0.709, 1.622, 0.768], [1.036, -0.366, -0.896], [-0.017, 0.613, -0.368], [-1.355, -0.094, 0.147], [0.036, 2.449, 0.962], [-2.477, 0.469, -1.562], [0.816, -1.793, 0.700], [-0.269, 1.289, -1.192], [1.847, 0.201, -1.368], [-3.366, -0.474, -0.505], [1.646, 1.978, 0.363], [2.275, -2.020, -0.275], [0.572, -0.978, -1.676], [-2.245, -1.165, 1.519], [2.189, -0.710, 0.899], [0.865, 1.061, 1.680]], "atomic_forces_ev_per_a": [[0.300, -0.318, 0.839], [-0.491, -0.037, -0.190], [-0.020, 0.034, -0.164], [-1.677, -1.839, -1.722], [-0.151, -0.051, -0.014], [1.189, 1.592, 1.754], [0.545, 0.705, -0.924], [-0.002, 0.197, 0.096], [0.056, 0.038, -0.055], [-0.008, -0.126, 0.122], [-0.121, -0.054, -0.029], [-0.060, -0.041, -0.044], [0.001, -0.011, 0.027], [0.239, 0.106, -0.052], [0.072, -0.082, 0.026], [0.095, -0.019, -0.087], [-0.163, -0.084, 0.078], [0.071, 0.002, 0.115], [0.123, -0.011, 0.225]], "mulliken_charge": [-0.59, -0.37, -1.12, -1.46, -0.59, 0.09, 0.45, 0.42, 0.20, 0.25, 0.21, 0.38, 0.15, 0.37, 0.38, 0.30, 0.28, 0.28, 0.37]}



Entry 6:
{"formula": "C5H11NO", "method": "wB97M-V/def2-TZVPD", "s2": 0.75, "relative_energy_kcal_mol": 43.5, "gap_ev": [1.42, 6.09], "total_charge": -1, "multiplicity": 2, "symbols": ["O", "N", "C", "C", "C", "C", "C", "H", "H", "H", "H", "H", "H", "H", "H", "H", "H", "H"], "coordinates": [[6.881, -2.059, 0.502], [-2.540, 1.585, 0.907], [-1.120, 0.339, -0.624], [-2.311, 0.869, -0.199], [-0.021, -1.490, -1.897], [-1.496, 2.032, 1.800], [-1.085, -0.734, -1.584], [-0.854, 1.204, 2.115], [-2.040, 2.362, 2.696], [-0.141, -2.244, -2.665], [0.932, -1.473, -1.382], [-0.870, 2.811, 1.352], [6.395, -2.665, 1.080], [-3.477, 1.658, 1.308], [-0.198, 0.642, -0.167], [-3.160, 0.617, -0.831], [-2.013, -0.887, -2.131], [7.116, -2.568, -0.279]], "atomic_forces_ev_per_a": [[-0.068, -0.116, 0.260], [0.347, 0.378, -0.077], [-0.588, 0.198, 0.224], [0.560, -0.724, -0.130], [-0.387, -0.427, -0.247], [-0.554, -0.542, 0.095], [0.389, 0.736, -0.173], [0.125, -0.020, -0.118], [0.389, 0.404, -0.032], [0.110, -0.095, -0.001], [-0.053, 0.286, 0.038], [-0.116, 0.027, 0.139], [0.148, 0.190, -0.298], [-0.163, 0.008, -0.502], [0.316, -0.076, 0.353], [-0.372, -0.019, 0.444], [-0.002, -0.145, -0.011], [-0.082, -0.064, 0.036]], "mulliken_charge": [-0.64, 1.00, 0.20, -2.46, -0.94, -3.28, -0.32, 0.16, 1.91, 0.27, 0.30, -0.01, 0.32, 1.20, 0.36, 0.43, 0.19, 0.32]}



Entry 7:
{"formula": "C2H9N2O", "method": "wB97M-V/def2-TZVPD", "relative_energy_kcal_mol": 44.3, "gap_ev": 10.62, "total_charge": 1, "symbols": ["O", "N", "N", "C", "C", "H", "H", "H", "H", "H", "H", "H", "H", "H"], "coordinates": [[2.217, 0.604, -0.256], [0.324, -0.635, 1.667], [-0.470, 0.323, -0.217], [-0.769, -0.223, 1.061], [-1.491, 0.041, -1.252], [2.422, 1.553, -0.436], [0.347, -0.902, 2.627], [0.519, 0.289, -0.622], [-2.578, 0.517, -1.047], [-1.578, -0.995, -1.310], [-1.268, 0.461, -2.298], [2.991, 0.021, -0.364], [1.075, -0.649, 0.989], [-1.740, -0.405, 1.460]], "atomic_forces_ev_per_a": [[0.331, 0.273, -0.128], [-1.493, 0.313, -0.706], [-2.207, -1.448, 1.469], [3.978, 1.046, -4.009], [-2.366, 3.127, -1.059], [0.280, -1.275, 0.185], [0.348, -0.302, 0.396], [-1.337, 0.117, 1.462], [2.600, -1.068, 0.044], [-0.454, -1.686, -0.492], [0.282, -0.541, 1.825], [-0.115, 0.933, -0.199], [0.906, 0.011, 1.182], [-0.752, 0.499, 0.029]], "mulliken_charge": [-0.67, -0.19, -0.25, 0.12, -0.92, 0.30, 0.23, 0.44, 0.28, 0.40, 0.31, 0.32, 0.22, 0.41]}